1.
The following is a quantum chemistry calculation of a 8-piece molecular cluster, C13H42O13 overall in a non-equilibrium geometry, from the Open Molecules 2025 dataset.

Geometry (Å):
C1 0.145 -17.903 6.389
C2 -0.121 -19.085 5.417
O1 0.733 -19.069 4.243
O2 -0.553 -16.862 5.828
H1 1.199 -17.629 6.352
H2 -0.191 -18.097 7.408
H3 -1.144 -19.291 5.100
H4 0.169 -19.975 5.976
H5 0.230 -19.480 3.536
H6 -0.363 -16.029 6.265
C3 -1.646 -20.407 10.217
C4 -2.665 -20.773 9.145
O3 -2.273 -21.887 8.331
O4 -0.719 -19.537 9.723
H7 -1.184 -21.316 10.603
H8 -2.173 -20.031 11.094
H9 -2.830 -19.877 8.546
H10 -3.627 -20.950 9.625
H11 -1.361 -21.802 8.045
H12 -0.985 -18.627 9.874
C5 -6.019 -20.213 13.150
C6 -4.777 -19.694 12.448
O5 -4.933 -18.355 11.981
O6 -6.152 -19.499 14.380
H13 -5.871 -21.288 13.259
H14 -6.939 -20.093 12.579
H15 -4.613 -20.385 11.621
H16 -3.861 -19.755 13.035
H17 -4.865 -17.801 12.762
H18 -6.611 -18.662 14.284
C7 -3.407 -16.247 14.485
C8 -2.735 -15.095 13.692
O7 -2.323 -15.479 12.335
O8 -4.663 -16.598 13.952
H19 -3.596 -15.873 15.491
H20 -2.784 -17.142 14.511
H21 -1.967 -14.585 14.274
H22 -3.416 -14.259 13.536
H23 -2.699 -14.783 11.792
H24 -5.290 -15.907 14.179
C9 2.071 -16.861 10.785
C10 2.347 -17.265 9.360
O9 3.646 -16.962 8.992
O10 2.684 -17.719 11.786
H25 0.993 -16.824 10.945
H26 2.435 -15.849 10.962
H27 1.710 -16.695 8.684
H28 2.230 -18.314 9.086
H29 3.666 -17.017 8.034
H30 3.581 -17.392 11.883
C11 -4.324 -16.318 5.560
O11 -4.046 -15.331 6.539
H31 -3.568 -17.100 5.626
H32 -5.301 -16.738 5.801
H33 -4.406 -15.793 4.608
H34 -3.240 -14.833 6.382
C12 -5.071 -14.545 10.652
O12 -3.891 -13.805 10.617
H35 -5.150 -15.036 9.682
H36 -5.113 -15.322 11.416
H37 -6.016 -14.015 10.769
H38 -3.852 -13.276 9.817
C13 -2.488 -16.808 9.243
O13 -1.429 -16.993 10.161
H39 -2.484 -15.766 8.924
H40 -2.281 -17.398 8.351
H41 -3.396 -17.154 9.737
H42 -1.738 -16.626 10.993

## Properties
Energy relative to the best compared isomer or geometry (same formula, charge and spin) (eV): 1.3006
Structure (SMILES): OCCO.OCCO.OCCO.OCCO.OCCO.CO.CO.CO
Frontier orbital gap (eV): 9.5
HOMO energy (eV): -9.41
Spin multiplicity: 1

=====

2.
The following is a quantum chemistry calculation of a 3-piece molecular cluster, C18H21F3N2O3S2 overall in a non-equilibrium geometry, from the Open Molecules 2025 dataset.

Geometry (Å):
C1 1.990 2.417 0.369
C2 0.679 2.184 1.119
C3 0.520 0.696 1.611
C4 1.284 -0.389 0.867
N1 1.135 -1.597 1.395
C5 0.535 -1.763 2.729
C6 0.631 -3.274 3.038
C7 1.105 -3.955 1.756
C8 1.129 -2.869 0.684
C9 2.320 -0.023 -0.171
C10 2.057 1.393 -0.801
H1 2.065 3.461 0.013
H2 2.856 2.230 1.023
H3 0.605 2.845 2.006
H4 -0.167 2.446 0.453
H5 0.926 0.709 2.662
H6 -0.581 0.471 1.676
H7 1.073 -1.189 3.493
H8 -0.526 -1.442 2.731
H9 1.345 -3.454 3.851
H10 -0.350 -3.643 3.350
H11 2.107 -4.375 1.900
H12 0.453 -4.755 1.410
H13 0.242 -2.968 0.041
H14 2.058 -2.975 0.084
H15 3.415 -0.137 0.089
H16 1.129 1.521 -1.398
H17 2.836 1.657 -1.536
F1 2.523 -2.223 -3.845
C11 1.327 -1.775 -3.346
F2 0.923 -0.721 -4.047
F3 0.369 -2.720 -3.370
S1 2.484 -1.338 -1.238
N2 -1.409 -0.003 -2.860
C12 -1.154 1.329 -2.846
O1 -0.349 1.999 -3.521
C13 -2.101 1.950 -1.838
C14 -2.584 0.976 -0.991
C15 -3.357 1.230 0.123
C16 -3.693 2.583 0.286
C17 -3.248 3.637 -0.539
C18 -2.382 3.305 -1.583
S2 -2.184 -0.662 -1.545
O2 -3.158 -1.564 -2.127
O3 -1.441 -1.133 -0.361
H18 -3.620 0.353 0.743
H19 -4.276 2.830 1.143
H20 -3.544 4.695 -0.383
H21 -1.992 4.030 -2.298

## Properties
Energy relative to the best compared isomer or geometry (same formula, charge and spin) (eV): 4.2665
Frontier orbital gap (eV): 6.4
HOMO energy (eV): -8.04
Spin multiplicity: 1

=====

3.
The following is a quantum chemistry calculation of C37H48AsCl2F6FeGeNO5S2Sb as an isolated structure in a non-equilibrium geometry, from the Open Molecules 2025 dataset.

Geometry (Å):
Fe1 -0.746 0.452 -0.422
C1 -3.855 2.784 -0.443
C2 -3.053 2.335 -1.663
C3 -2.501 3.554 -2.399
C4 -3.963 1.570 -2.622
O1 -1.957 1.539 -1.222
H1 -4.740 3.341 -0.755
H2 -3.238 3.421 0.198
H3 -4.166 1.910 0.133
H4 -3.317 4.153 -2.811
H5 -1.854 3.226 -3.220
H6 -1.912 4.170 -1.720
H7 -4.836 2.179 -2.864
H8 -4.299 0.641 -2.174
H9 -3.427 1.349 -3.544
Cl1 1.788 -0.594 -0.519
C5 3.278 -1.137 -1.378
Cl2 3.713 -0.163 -2.763
H10 3.087 -2.148 -1.704
H11 4.070 -1.075 -0.646
C6 2.866 -4.571 -0.686
As1 0.941 -4.104 -0.834
C7 0.477 -5.836 -1.623
C8 0.611 -4.431 1.121
C9 0.226 -5.842 1.457
C10 -1.075 -6.293 1.226
C11 -1.439 -7.598 1.524
C12 -0.503 -8.484 2.046
C13 0.794 -8.051 2.274
C14 1.155 -6.739 1.984
H12 2.956 -5.564 -0.239
H13 3.387 -3.853 -0.050
H14 3.343 -4.591 -1.667
H15 0.841 -6.665 -1.016
H16 0.936 -5.880 -2.611
H17 -0.604 -5.921 -1.737
H18 -0.174 -3.741 1.427
H19 1.536 -4.149 1.626
H20 -1.798 -5.612 0.786
H21 -2.456 -7.926 1.345
H22 -0.780 -9.508 2.263
H23 1.531 -8.733 2.681
H24 2.168 -6.404 2.178
F1 -4.630 -1.625 2.166
C15 -3.645 -2.354 1.644
F2 -2.834 -2.760 2.620
F3 -4.161 -3.403 1.034
S1 -2.698 -1.251 0.483
O2 -1.331 -1.748 0.380
O3 -2.779 0.033 1.142
N1 -3.487 -1.315 -0.859
S2 -3.332 -2.546 -1.884
O4 -4.444 -2.579 -2.770
O5 -2.871 -3.754 -1.264
C16 -1.915 -2.043 -2.982
F4 -2.301 -1.190 -3.915
F5 -0.901 -1.460 -2.275
F6 -1.421 -3.123 -3.561
C17 -0.497 -0.968 4.130
Sb1 0.130 0.140 2.395
C18 -0.755 1.971 3.105
C19 2.124 0.407 3.179
H25 -0.069 -0.452 4.988
H26 -0.128 -1.993 4.095
H27 -1.582 -0.979 4.207
H28 0.029 2.654 3.436
H29 -1.431 1.746 3.929
H30 -1.328 2.411 2.290
H31 2.133 1.275 3.843
H32 2.859 0.556 2.389
H33 2.377 -0.494 3.746
C20 4.740 3.297 2.490
C21 3.555 3.904 2.888
C22 2.388 3.694 2.163
C23 2.386 2.885 1.026
C24 3.578 2.258 0.656
C25 4.748 2.470 1.373
Ge1 0.740 2.676 -0.061
C26 1.449 2.677 -1.928
C27 0.759 2.055 -2.975
C28 1.192 2.158 -4.289
C29 2.335 2.886 -4.584
C30 3.035 3.514 -3.559
C31 2.594 3.411 -2.246
C32 -0.057 4.495 0.033
C33 -0.799 4.917 1.141
C34 -1.346 6.193 1.196
C35 -1.156 7.075 0.142
C36 -0.427 6.670 -0.969
C37 0.105 5.388 -1.029
H34 5.653 3.474 3.045
H35 3.541 4.549 3.758
H36 1.473 4.188 2.475
H37 3.599 1.620 -0.224
H38 5.670 1.995 1.057
H39 -0.153 1.507 -2.769
H40 0.638 1.671 -5.083
H41 2.679 2.967 -5.608
H42 3.921 4.093 -3.788
H43 3.144 3.917 -1.460
H44 -0.946 4.246 1.981
H45 -1.934 6.493 2.055
H46 -1.587 8.069 0.183
H47 -0.287 7.348 -1.803
H48 0.648 5.080 -1.913

## Properties
Energy relative to the best compared isomer or geometry (same formula, charge and spin) (eV): 1.8318
<S²>: 8.7700
Frontier orbital gap (alpha / beta) (eV): 7.8 / 6.2
HOMO energy (alpha / beta) (eV): -7.77 / -8.38
Spin multiplicity: 6

=====

4.
The following is a quantum chemistry calculation of a 2-piece molecular cluster, C5H8N6O4 overall in a non-equilibrium geometry, from the Open Molecules 2025 dataset.

Geometry (Å):
C1 1.260 0.340 -0.232
C2 -0.649 1.522 -0.268
C3 -3.301 -0.495 -0.195
C4 0.996 -2.119 -0.529
C5 0.200 -0.144 0.772
N1 0.447 -0.822 -0.535
N2 0.640 1.444 -0.878
N3 -0.938 0.703 0.706
N4 2.665 0.468 -0.083
N5 -1.347 2.498 -0.876
N6 0.381 -0.911 1.972
O1 -2.995 -1.456 0.321
O2 0.151 -2.986 0.109
O3 -3.649 0.415 -0.780
O4 2.015 -2.506 -1.063
H1 1.182 2.428 -0.802
H2 -0.569 -2.544 0.463
H3 3.090 0.734 -1.009
H4 3.117 -0.325 0.414
H5 -2.329 2.448 -0.842
H6 -0.910 2.793 -1.752
H7 -0.535 -0.874 2.581
H8 1.080 -0.610 2.506

## Properties
Energy relative to the best compared isomer or geometry (same formula, charge and spin) (eV): 0.6775
Structure (SMILES): NC1=N[C@@]2(N)N(C(=O)O)[C@@]2(N)N1.O=C=O
Frontier orbital gap (eV): 9.6
HOMO energy (eV): -9.05
Spin multiplicity: 1